17
Properties=species:S:1:pos:R:3:forces:R:3:mulliken_charge:R:1 method="wB97M-V/def2-TZVPD" smiles="[H]/N=C(/CBr)C(C)C" spin_multiplicity=1 relative_energy_ev=0.095 max_force_ev_per_a=2.199 e_homo_ev=-9.8 e_lumo_ev=0.833 homo_lumo_gap_ev=10.681 total_charge=0 energy_ha=-2825.24090
C 0.297979 -0.260390 0.820382 0.6 -1.5 1.0 0.17
C -1.376786 0.874536 -0.491226 0.4 0.9 -1.0 -1.24
C 1.006382 0.738259 -1.364589 -1.3 1.4 0.8 -1.89
C -0.320429 -1.557383 1.505597 0.5 1.4 1.6 -0.69
C -0.120837 0.021508 -0.601433 1.6 -0.3 0.4 0.98
N 1.191771 0.271811 1.576782 -0.6 -0.3 -1.1 -0.74
Br -0.202681 -3.129866 0.352346 -0.1 0.4 0.6 -0.19
H -2.064997 0.640108 -1.334406 0.2 0.4 0.9 0.31
H -0.999776 1.930840 -0.570180 -0.8 -0.8 0.0 0.29
H -1.791857 0.764415 0.508692 -0.6 -0.1 -0.3 0.36
H 1.182334 1.808954 -1.043087 -0.3 -1.2 -0.3 0.37
H 1.922398 0.241151 -1.437030 1.5 -1.0 0.6 0.43
H 0.688112 0.701846 -2.363527 -0.6 0.7 -1.7 0.48
H -1.307112 -1.517171 2.060361 0.8 0.1 -1.4 0.36
H 0.409653 -1.579509 2.342747 -0.4 -1.0 -0.6 0.40
H -0.293542 -0.956859 -1.116605 -0.1 0.8 0.6 0.35
H 1.779389 1.007749 1.155176 -0.8 -0.2 -0.1 0.26